# C5H11N2S

A gas-phase ion, C5H11N2S (charge +1) in a non-equilibrium geometry (ωB97M-V/def2-TZVPD, the OMol25 dataset).

The geometry in XYZ format:
```
19
Properties=species:S:1:pos:R:3:mulliken_spin:R:1
C -0.6762 -1.9450 -0.4161 0.464
C 1.6291 -1.2833 -0.3342 0.044
C 1.3015 -0.0589 0.5001 0.034
C 0.3611 1.8942 -0.7073 -0.004
C -2.2649 0.3078 0.9514 0.080
N 0.4968 -2.2154 -0.4569 1.028
N 0.1344 0.6779 0.0292 0.023
S -1.2108 -0.1745 -0.4815 0.211
H -1.4455 -2.7170 -0.5403 0.073
H 1.8522 -0.9481 -1.4111 0.016
H 2.5524 -1.8772 0.0254 0.028
H 1.2697 -0.4365 1.5126 -0.008
H 1.9712 0.6926 0.4260 0.003
H 0.9857 1.7414 -1.6636 0.002
H -0.5594 2.3838 -0.8659 0.005
H 1.0679 2.5824 -0.1120 0.001
H -2.1292 -0.2900 1.8527 -0.002
H -3.3125 0.2328 0.6139 -0.007
H -2.0233 1.4330 1.0775 0.010
```

E, eV: -19165.4658
Kohn-Sham gap (spin up / spin down), Eh: 0.257 / 0.242
Relative energy (zero: lowest compared OMol25 entry of this formula, charge and spin), eV: 2.815
Expectation value of S²: 2.01
Highest occupied orbital energy (spin up / spin down), hartree: -0.377 / -0.511
Total charge: +1
Spin multiplicity: 3